Here is C45H51GeN9O3P2RuS2Se as an isolated structure from OMol25. Energies are from ωB97M-V/def2-TZVPD.

Summary:
M, g mol⁻¹: 1144.68
Charge: +2
Max |F|, eV Å⁻¹: 0.6
HOMO (spin up / spin down), eV: -12.022 / -12.403
Spin multiplicity: 5
Energy, hartree: -8515.8178
Expectation value of S²: 6.04
E_LUMO (spin up / spin down), Eh: -0.1967 / -0.2586
Frontier orbital gap (spin up / spin down), hartree: 0.2451 / 0.1972

```
115
Properties=species:S:1:pos:R:3:forces:R:3:lowdin_spin:R:1
Ru -0.9256 -0.3340 -0.0126 0.0372 -0.0969 -0.1823 2.510
N 0.0515 0.1860 4.0050 -0.0231 -0.0067 -0.1795 0.010
C -0.9755 -0.6787 4.2939 -0.0653 -0.0375 -0.0153 0.001
C -1.4839 -1.0787 3.1001 -0.0186 -0.0379 0.1386 0.005
N -0.7826 -0.4651 2.0903 -0.1316 0.0777 -0.1291 0.014
C 0.1279 0.3069 2.6702 -0.0027 -0.0171 0.1130 0.025
C 1.0543 1.0952 1.8882 0.1167 0.0849 0.0243 0.007
N 1.0934 1.0155 0.5724 -0.4298 -0.0098 0.1400 0.065
C 2.0519 1.9103 0.1758 0.1323 0.0080 -0.0080 0.010
C 2.5892 2.5278 1.2652 0.0411 -0.0099 -0.0358 0.006
N 1.9518 1.9910 2.3524 -0.0709 -0.0699 -0.1099 0.005
H 0.5815 0.7007 4.6879 0.0124 0.0144 0.0129 0.000
H -1.2549 -0.9173 5.3039 -0.0032 -0.0052 -0.0002 0.000
H -2.2872 -1.7651 2.9013 0.0024 0.0066 0.0162 0.000
H 2.3210 2.0443 -0.8564 -0.0026 0.0431 0.0010 0.001
H 3.3559 3.2757 1.3618 -0.0076 0.0131 -0.0003 0.001
H 2.0240 2.3370 3.2940 0.0134 0.0187 0.0506 0.000
C 5.0930 -1.2348 0.3789 -0.0255 -0.0020 -0.1125 0.000
P 4.2051 -1.3157 -1.1880 0.1760 -0.0704 0.0621 0.000
C 4.6824 -2.8725 -1.9603 -0.0354 0.0724 0.0219 0.000
C 4.9218 -0.0195 -2.2263 -0.0071 -0.0617 0.0547 0.000
O 2.7244 -1.1693 -1.0219 -0.0916 0.0879 -0.0732 0.003
H 6.1722 -1.2244 0.2254 0.0104 -0.0094 -0.0098 0.000
H 4.8226 -2.0968 0.9884 -0.0322 -0.0057 -0.0190 0.000
H 4.7948 -0.3285 0.9069 -0.0018 0.0312 -0.0125 0.000
H 4.2099 -2.9496 -2.9399 -0.0023 0.0151 -0.0174 0.000
H 4.3317 -3.6953 -1.3383 0.0029 0.0094 0.0043 0.000
H 5.7629 -2.9473 -2.0797 0.0244 0.0213 0.0082 0.000
H 5.9976 -0.1552 -2.3392 0.0051 -0.0058 0.0051 0.000
H 4.7403 0.9553 -1.7711 -0.0081 -0.0047 0.0056 0.000
H 4.4640 -0.0427 -3.2163 -0.0181 -0.0143 0.0087 0.000
N -6.0479 7.1884 2.5031 -0.0517 0.0411 -0.0392 0.005
C -5.0620 6.2667 2.5573 0.0568 -0.0733 0.0140 0.004
C -5.3664 4.8898 2.5429 0.0157 0.0307 0.0099 -0.001
C -4.3639 3.9548 2.6068 -0.0091 -0.0103 -0.0120 0.003
C -3.0298 4.3642 2.6684 0.0303 -0.0720 0.0229 0.006
C -2.7122 5.7212 2.6904 0.0389 0.0168 -0.0239 0.004
C -3.7137 6.6617 2.6360 -0.0125 -0.0256 0.0124 0.006
S -1.7848 3.1645 2.7490 -0.0536 0.0543 -0.0905 0.015
O -0.5089 3.7941 2.9985 0.0054 -0.0386 0.0215 0.005
O -2.2015 2.0708 3.5770 0.0210 -0.0048 -0.0868 0.004
N -1.7336 2.4993 1.2001 -0.0427 0.0590 0.2432 0.268
C -1.1789 3.1382 0.2281 0.1443 0.1487 -0.3168 0.027
S -0.3924 4.7422 0.2798 0.0350 0.0264 -0.1760 0.111
C -0.1496 4.6534 -1.3926 -0.0328 -0.0012 0.2568 0.297
C -0.6177 3.4390 -1.9021 -0.1025 -0.1167 0.1230 0.084
N -1.1667 2.6066 -1.0360 0.0992 0.0984 0.0696 0.164
H -7.0130 6.9150 2.5066 -0.0142 -0.0044 0.0107 0.000
H -5.8443 8.1682 2.5733 0.0051 0.0176 0.0110 0.000
H -6.4010 4.5743 2.5073 -0.0106 -0.0030 -0.0026 0.000
H -4.6053 2.9006 2.6311 -0.0203 -0.0287 0.0006 0.000
H -1.6802 6.0306 2.7807 0.0194 0.0099 -0.0027 0.001
H -3.4685 7.7150 2.6744 0.0049 0.0080 -0.0033 0.000
H 0.3245 5.4441 -1.9517 0.0030 0.0383 0.0160 0.012
H -0.5473 3.1707 -2.9476 -0.0141 -0.0285 -0.0099 0.001
C -4.2987 0.0635 1.5040 -0.0562 -0.0039 -0.0430 0.009
P -3.5971 0.1322 -0.1759 0.0490 0.1089 0.0282 0.081
C -4.1595 1.7505 -0.8112 -0.0472 -0.0251 0.0192 0.018
C -4.8153 -0.8937 -1.0946 0.0188 0.0347 0.0056 0.012
H -5.3092 0.4776 1.5012 -0.0019 -0.0080 0.0105 0.002
H -3.6773 0.6099 2.2098 0.0620 0.0625 0.0423 0.000
H -4.3551 -0.9787 1.8217 0.0149 -0.0110 0.0082 0.000
H -5.2511 1.7622 -0.8166 0.0015 0.0060 -0.0007 0.003
H -3.7988 1.8896 -1.8294 0.0142 0.0012 -0.0039 0.001
H -3.8010 2.5668 -0.1936 0.0306 0.0220 0.0329 0.000
H -5.8104 -0.6098 -0.7473 0.0006 0.0025 -0.0068 0.002
H -4.6985 -1.9637 -0.9470 0.0190 -0.0333 0.0363 0.000
H -4.7466 -0.6796 -2.1608 0.0006 0.0069 0.0349 0.000
C -0.3403 -4.9812 -4.1452 0.0116 -0.0016 -0.0158 0.001
C 0.6305 -4.0207 -3.8861 0.0100 0.0055 -0.0284 0.000
C 0.6622 -3.3793 -2.6577 -0.0342 0.0515 0.0117 0.001
C -0.2866 -3.6755 -1.6756 0.1228 0.1134 0.1035 0.008
C -1.2353 -4.6607 -1.9377 -0.0986 0.0429 0.1370 0.002
C -1.2634 -5.3084 -3.1652 -0.0193 -0.0415 -0.0505 0.001
Ge -0.2229 -2.7901 0.0712 0.1762 -0.5897 0.0285 0.052
C 1.4742 -3.2125 0.9455 -0.1161 0.0602 -0.0082 0.013
C 1.8685 -2.6535 2.1581 0.0119 0.0212 -0.0175 0.002
C 2.9839 -3.1263 2.8323 0.0395 -0.0186 0.0378 0.000
C 3.7219 -4.1771 2.3032 0.0028 -0.0106 0.0434 0.001
C 3.3384 -4.7450 1.0980 0.0076 -0.0075 -0.0064 0.001
C 2.2216 -4.2658 0.4248 0.0073 -0.0140 -0.0832 0.002
C -1.6108 -3.5879 1.2020 0.0519 0.0351 -0.0781 0.016
C -1.2859 -4.2965 2.3575 0.0892 0.0353 0.0058 0.003
C -2.2832 -4.8243 3.1653 -0.0165 -0.0305 0.0437 0.001
C -3.6203 -4.6498 2.8346 -0.0189 0.0004 -0.0077 0.002
C -3.9594 -3.9628 1.6762 -0.0202 -0.0140 0.0203 0.000
C -2.9550 -3.4460 0.8708 -0.0437 0.0754 -0.0537 0.007
H -0.3630 -5.4861 -5.1022 0.0010 0.0064 -0.0012 0.000
H 1.3670 -3.7802 -4.6435 -0.0003 0.0018 0.0110 0.000
H 1.4339 -2.6475 -2.4469 0.0498 0.0553 0.0005 0.000
H -1.9602 -4.9373 -1.1801 0.0188 0.0072 -0.0185 0.000
H -2.0042 -6.0752 -3.3519 -0.0013 -0.0006 0.0002 0.000
H 1.2942 -1.8501 2.5968 -0.0221 0.0035 0.0503 0.000
H 3.2752 -2.6852 3.7775 -0.0078 -0.0021 0.0075 0.000
H 4.5840 -4.5587 2.8344 0.0079 0.0036 0.0029 0.000
H 3.9024 -5.5715 0.6842 -0.0045 -0.0173 0.0075 0.000
H 1.9294 -4.7278 -0.5119 0.0009 -0.0043 0.0210 0.000
H -0.2489 -4.4350 2.6400 -0.0010 0.0015 -0.0179 0.000
H -2.0152 -5.3766 4.0567 -0.0060 -0.0072 0.0007 0.000
H -4.3944 -5.0635 3.4670 -0.0031 0.0059 0.0056 0.000
H -4.9997 -3.8426 1.3996 -0.0036 -0.0074 -0.0024 0.000
H -3.2179 -2.9285 -0.0441 -0.0178 0.0059 -0.0105 0.002
Se 0.9863 0.3715 -2.6615 -0.0664 -0.1347 -0.1044 0.012
N -0.4919 -0.4500 -2.0630 0.0163 0.1197 0.0688 -0.001
C -1.1866 -0.8578 -3.1298 -0.0359 -0.0461 0.0372 0.013
C -2.3759 -1.6266 -3.1039 0.0017 -0.1356 -0.0044 -0.001
C -2.9403 -1.9932 -4.2849 0.0193 -0.0051 0.1192 0.009
C -2.3852 -1.6082 -5.5433 0.1166 0.0803 -0.0620 -0.006
C -1.2452 -0.8762 -5.6088 -0.1044 -0.0740 -0.0788 0.008
C -0.6111 -0.4934 -4.3921 0.1384 0.0546 0.0117 -0.002
N 0.5291 0.1880 -4.3311 -0.0993 0.0312 -0.0465 0.040
H -2.7773 -1.9553 -2.1570 0.0446 -0.0091 -0.0364 0.002
H -3.8280 -2.6125 -4.2796 -0.0191 0.0081 0.0063 0.000
H -2.8827 -1.9226 -6.4501 0.0020 0.0038 -0.0137 0.000
H -0.7946 -0.5835 -6.5466 -0.0057 -0.0025 -0.0098 0.000
```
Forces are in eV/Å.